Formula: C5H7NOS
Source: OMol25
Level of theory: ωB97M-V/def2-TZVPD

Last column: Löwdin charge in e.
Element x y z (Å)
C (-2.809, 0.759, 0.281)  0.0655
N (2.991, -0.574, 1.551)  -0.3889
H (1.545, 0.905, -0.361)  0.1608
S (1.540, -1.250, 0.949)  0.8564
H (3.664, -0.511, 0.843)  -0.0195
C (-1.103, -0.301, -1.320)  -0.0198
H (0.862, -0.669, -2.083)  0.1026
H (2.813, 0.290, 2.219)  0.0986
H (-3.675, 0.525, -0.426)  0.0780
H (-1.709, -0.712, -2.156)  0.1347
H (-3.050, 0.834, 1.319)  0.0434
C (-1.555, 0.351, -0.112)  -0.3720
C (0.718, 0.110, -0.072)  -0.5369
C (0.223, -0.414, -1.300)  -0.1400
O (-0.456, 0.658, 0.667)  -0.0629

## Properties
SMILES string = C=C1C=C[C@H](SN)O1
energy relative to the best compared isomer or geometry (same formula, charge and spin) = 278.2 kJ/mol
frontier orbital gap (spin up / spin down) = 8.73 / 8.73 eV
LUMO (spin up / spin down) = 0.6 / 0.6 eV
HOMO energy (spin up / spin down) = -8.14 / -8.14 eV

=====

Formula: C21H31FNO10P
Source: OMol25
Level of theory: ωB97M-V/def2-TZVPD

Last column: Löwdin charge in e.
Element x y z (Å)
H (-6.057, -0.831, -3.794)  0.1280
H (0.870, -0.432, 0.083)  0.1479
O (2.542, 2.093, 0.583)  0.1159
O (1.356, 5.672, 0.151)  -0.4000
H (-2.901, -2.075, 4.269)  0.0978
C (-3.954, -1.890, 2.432)  -0.4799
H (-4.306, 0.098, -0.104)  0.1394
H (1.832, 5.724, 2.454)  0.0288
C (-0.462, 3.561, 1.617)  -0.3854
H (8.714, 0.142, 1.786)  0.1256
H (8.038, -1.214, 2.699)  0.1244
C (7.374, -0.105, -0.220)  -0.1111
C (5.338, 1.812, 1.712)  -0.1302
N (0.948, 3.454, 1.624)  -0.0614
H (6.591, -0.309, -0.950)  0.0886
C (0.017, 0.150, 0.422)  0.0620
H (-3.022, 2.268, 1.561)  0.1445
O (-1.127, 4.531, 1.840)  0.1427
C (6.955, 0.608, 2.950)  -0.2052
C (-1.262, -0.386, 0.395)  -0.1423
H (-2.716, -1.905, -6.286)  0.0901
O (-4.836, -2.597, 2.834)  0.1351
C (-3.805, -0.189, 0.826)  -0.1075
O (6.646, 1.808, 2.258)  -0.1882
C (7.781, -0.336, 2.099)  -0.2054
H (-3.990, 0.068, -4.598)  0.0860
H (-2.380, -2.032, -0.538)  0.1208
O (-4.554, -2.287, -5.496)  -0.1890
C (-2.189, 1.643, 1.244)  0.0504
H (-6.152, -3.166, -4.602)  0.1267
H (8.329, -0.464, -0.618)  0.0877
H (-1.884, -1.530, 2.948)  0.0649
H (4.604, 2.013, 2.500)  0.0838
C (-5.188, -2.741, -4.309)  -0.2016
C (1.422, 2.281, 0.958)  -0.3676
C (-0.942, 2.169, 1.239)  -0.0657
H (7.541, 0.887, 3.832)  0.1242
H (-2.807, 0.347, -3.307)  0.0875
O (-0.209, -2.645, 1.790)  0.1490
C (-2.875, -1.416, 3.401)  0.0377
H (3.190, 4.516, 1.093)  0.0282
P (1.849, 4.899, 1.304)  0.7343
F (-1.376, -4.117, 0.654)  0.1143
H (-4.330, 0.350, 1.632)  0.1365
C (-3.858, 0.148, -3.517)  -0.1068
H (-2.691, -2.262, -4.551)  0.0796
H (-5.976, -2.001, -2.470)  0.1271
C (-3.156, -2.522, -5.504)  -0.1108
H (5.283, 2.611, 0.973)  0.0816
H (7.430, 0.974, -0.059)  0.0839
H (-2.993, -0.364, 3.680)  0.0956
C (0.176, 1.435, 0.843)  -0.0598
H (-4.457, 0.982, -3.138)  0.0885
H (-2.954, -3.574, -5.733)  0.0896
C (-1.390, -1.806, -0.135)  -0.0239
C (-5.436, -1.607, -3.336)  -0.1973
C (-2.370, 0.329, 0.816)  -0.1238
O (-4.218, -1.053, -2.851)  -0.2141
H (5.094, 0.869, 1.221)  0.0831
C (-0.939, -2.857, 0.869)  -0.4329
O (-3.947, -1.583, 1.082)  -0.0275
H (-0.704, -1.922, -0.990)  0.1437
O (7.052, -0.801, 0.972)  -0.1915
H (-4.600, -3.536, -3.838)  0.1270
H (6.040, 0.117, 3.297)  0.1264

## Properties
SMILES string = CC(=O)OCc1cc2c(cc1CC(=O)F)C(=O)N([PH2]=O)C2=O.COCCOC.COCCOC
frontier orbital gap = 8.33 eV
LUMO = -0.9 eV
HOMO energy = -9.24 eV

=====

Formula: C4H6N2O
Source: OMol25
Level of theory: ωB97M-V/def2-TZVPD

Last column: Löwdin charge in e.
Element x y z (Å)
H (2.824, 0.680, -0.499)  0.0680
N (-1.799, 0.739, -0.092)  0.0425
O (-0.657, -1.967, 0.263)  0.1451
H (-1.904, 0.763, -1.103)  0.0812
H (1.928, -1.671, -0.103)  0.1627
H (-2.021, 1.689, 0.197)  0.0786
C (0.748, 1.445, -0.231)  -0.0825
N (1.335, -0.851, -0.126)  0.1363
H (-1.582, -1.675, 0.373)  0.1309
C (-0.392, 0.548, 0.224)  -0.4123
C (1.761, 0.564, -0.319)  -0.1919
C (0.059, -0.873, 0.091)  -0.3258
H (-0.301, 0.609, 1.325)  0.1671

## Properties
energy relative to the best compared isomer or geometry (same formula, charge and spin) = 370.4 kJ/mol
frontier orbital gap = 7.82 eV
LUMO = 0.4 eV
HOMO energy = -7.43 eV